w.
Computed, not measured: a gas-phase ion, C19H19F2 (charge +1), with the ωB97M-V functional and the def2-TZVPD basis.

Summary:
highest occupied orbital energy	-11.773	eV
charge	+1

Geometry as XYZ:
```
40
Properties=species:S:1:pos:R:3:lowdin_charge:R:1
C 2.266 -0.960 2.640 0.01
C 1.231 0.087 2.831 -0.11
C 1.722 1.519 2.948 -0.08
C -0.115 -0.269 2.761 -0.03
C -1.258 0.493 2.687 0.02
C -2.607 -0.121 2.534 -0.04
H 1.789 -1.942 2.559 0.10
H 2.872 -0.775 1.740 0.13
H 2.963 -1.010 3.486 0.10
H 0.874 2.212 2.921 0.12
H 2.336 1.696 2.040 0.16
H -0.298 -1.347 2.751 0.13
H -1.185 1.583 2.710 0.13
H -3.398 0.631 2.485 0.09
H -2.686 -0.721 1.617 0.11
H -2.844 -0.820 3.349 0.11
F 3.143 7.278 2.466 0.05
C 3.184 6.069 3.122 -0.24
C 4.162 5.141 2.769 0.01
C 4.037 3.840 3.245 -0.04
C 2.945 3.443 4.025 -0.18
C 2.639 1.915 4.106 -0.21
C 2.038 1.426 5.434 -0.20
C 2.629 0.340 6.086 -0.03
C 1.960 -0.326 7.103 0.01
C 0.745 0.196 7.538 -0.24
F 0.090 -0.441 8.565 0.05
C 0.151 1.306 6.950 0.02
C 0.807 1.907 5.868 -0.05
C 2.158 4.461 4.579 -0.03
C 2.187 5.757 4.041 0.01
H 4.981 5.436 2.111 0.13
H 4.820 3.117 3.004 0.12
H 3.616 1.403 3.965 0.14
H 3.617 -0.002 5.762 0.12
H 2.387 -1.221 7.560 0.13
H -0.797 1.698 7.307 0.13
H 0.346 2.741 5.334 0.11
H 1.530 4.275 5.455 0.11
H 1.456 6.514 4.328 0.13
```



x.
Computed, not measured: a gas-phase ion, C19H19F2 (charge +1), with the ωB97M-V functional and the def2-TZVPD basis.

Summary:
highest occupied orbital energy	-11.985	eV
charge	+1

Geometry as XYZ:
```
40
Properties=species:S:1:pos:R:3:lowdin_charge:R:1
C -2.182 -2.189 1.053 0.01
C -0.749 -2.145 0.877 -0.01
C -0.015 -0.776 0.715 -0.14
C 1.464 -1.266 0.860 -0.11
C 1.579 -2.815 1.085 -0.13
C 0.114 -3.355 1.004 -0.09
H -2.591 -3.207 0.970 0.11
H -2.493 -1.770 2.025 0.15
H -2.719 -1.588 0.307 0.11
H -0.235 -0.194 1.678 0.20
H 2.015 -1.014 -0.035 0.10
H 1.970 -0.741 1.686 0.13
H 2.246 -3.343 0.363 0.13
H 1.973 -3.022 2.098 0.12
H -0.163 -4.000 1.878 0.16
H -0.002 -4.060 0.146 0.17
F 0.105 4.715 1.939 0.06
C -0.747 3.753 1.455 -0.23
C -2.098 3.810 1.779 0.01
C -2.946 2.847 1.184 -0.05
C -2.404 1.870 0.345 -0.05
C -1.010 1.717 0.174 -0.13
C -0.422 0.303 -0.314 -0.16
C 0.536 0.486 -1.447 -0.20
C 0.361 -0.367 -2.540 -0.04
C 1.433 -0.717 -3.355 -0.04
C 2.686 -0.084 -3.159 0.01
C 2.785 0.887 -2.166 -0.23
F 3.975 1.544 -1.976 0.06
C 1.698 1.240 -1.369 0.04
C -0.223 2.791 0.595 0.04
H -2.456 4.606 2.440 0.13
H -4.026 2.937 1.375 0.12
H -3.092 1.144 -0.068 0.10
H -1.332 -0.208 -0.659 0.11
H -0.577 -0.871 -2.688 0.11
H 1.333 -1.441 -4.178 0.12
H 3.573 -0.308 -3.781 0.13
H 1.833 1.991 -0.648 0.09
H 0.801 2.840 0.351 0.09
```



Most stable structure: w



w.
Computed, not measured: 2 unconnected molecules or ions with the total composition C2H3F2N, with the ωB97M-V functional and the def2-TZVPD basis.

Summary:
highest occupied orbital energy	-9.779	eV

Geometry as XYZ:
```
8
Properties=species:S:1:pos:R:3:lowdin_charge:R:1
C 0.589 0.304 0.331 -0.34
C -0.640 0.205 -0.430 -0.35
N 0.037 -0.956 0.117 0.10
F 1.817 0.567 -0.160 0.05
F -1.787 0.485 0.156 0.07
H 0.256 0.706 2.124 0.24
H -0.598 0.184 -1.464 0.14
H 0.327 -1.495 -0.674 0.11
```



x.
Computed, not measured: 2 unconnected molecules or ions with the total composition C2H3F2N, with the ωB97M-V functional and the def2-TZVPD basis.

Summary:
highest occupied orbital energy (spin up / spin down)	-8.568 / -10.403	eV

Geometry as XYZ:
```
8
Properties=species:S:1:pos:R:3:lowdin_charge:R:1
C 0.174 -0.274 -0.521 -0.26
C 0.076 0.909 0.296 -0.42
N -0.922 -0.737 -1.041 0.06
F -1.068 1.332 0.679 0.15
F 1.190 1.626 0.593 0.08
H 1.242 -0.821 -0.543 0.15
H 0.134 -0.417 2.195 0.14
H -0.826 -1.619 -1.658 0.09
```



Most stable structure: w



w.
Computed, not measured: 2 unconnected molecules or ions with the total composition C3H7NO3S, with the ωB97M-V functional and the def2-TZVPD basis.

Summary:
highest occupied orbital energy	-9.385	eV

Geometry as XYZ:
```
15
Properties=species:S:1:pos:R:3:lowdin_charge:R:1
C 1.552 -0.347 0.848 -0.07
C 1.307 -0.837 -0.302 -0.16
C -0.687 0.174 -0.941 -0.16
N -1.844 -0.336 -0.562 0.00
O 0.506 2.544 -0.061 -0.30
O -1.763 2.227 -0.823 -0.17
O -1.028 1.490 1.503 -0.30
S -0.601 1.645 0.123 0.57
H 0.963 -0.616 1.717 0.08
H 2.142 0.523 0.880 0.06
H 1.709 -0.590 -1.205 0.04
H 0.831 -1.782 -0.397 0.07
H -1.378 2.906 -1.334 0.06
H -2.315 -1.031 -1.159 0.12
H -2.401 -0.238 0.337 0.14
```



x.
Computed, not measured: C3H7NO3S in the gas phase, with the ωB97M-V functional and the def2-TZVPD basis.

Summary:
highest occupied orbital energy	-9.062	eV

Geometry as XYZ:
```
15
Properties=species:S:1:pos:R:3:lowdin_charge:R:1
C -1.212 0.095 0.767 -0.24
C 0.023 -0.779 1.228 -0.16
C 1.247 0.521 -0.160 -0.24
N -0.835 1.005 -0.260 -0.01
O 0.878 -1.848 -1.325 -0.47
O 0.227 0.274 -2.513 -0.33
O 1.167 0.021 1.061 -0.09
S 1.366 -0.535 -1.708 0.91
H -1.950 -0.603 0.362 0.11
H -1.625 0.594 1.649 0.11
H -0.033 -1.046 2.283 0.13
H 0.076 -1.674 0.605 0.10
H 1.866 1.412 -0.218 0.11
H -0.448 0.608 -1.850 0.01
H -0.748 1.956 0.080 0.07
```



Most stable structure: x



w.
Computed, not measured: C5H6F2 in the gas phase, with the ωB97M-V functional and the def2-TZVPD basis.

Summary:
highest occupied orbital energy	-9.304	eV

Geometry as XYZ:
```
13
Properties=species:S:1:pos:R:3:lowdin_charge:R:1
C -1.117 0.874 0.251 -0.12
C 0.370 1.106 0.420 -0.13
C 1.287 0.154 0.092 -0.06
C 1.419 -1.210 -0.578 -0.05
C 2.765 -0.784 0.019 -0.40
F 3.836 -0.418 -0.611 0.15
F 3.078 -1.391 1.231 0.06
H -1.499 -0.126 0.321 0.06
H -1.564 1.427 -0.654 0.10
H -1.634 1.243 1.129 0.06
H 0.631 2.014 0.936 0.09
H 1.166 -1.131 -1.654 0.12
H 1.000 -2.057 -0.005 0.12
```



x.
Computed, not measured: 2 unconnected molecules or ions with the total composition C5H6F2, with the ωB97M-V functional and the def2-TZVPD basis.

Summary:
highest occupied orbital energy (spin up / spin down)	-8.044 / -8.734	eV

Geometry as XYZ:
```
13
Properties=species:S:1:pos:R:3:lowdin_charge:R:1
C 0.677 0.387 0.177 -0.04
C -1.377 0.562 -0.160 -0.04
C 1.995 0.854 0.506 -0.15
C 1.708 -0.620 0.157 -0.16
C -2.245 -0.529 -0.529 -0.21
F -1.760 1.830 -0.014 0.04
F -2.501 -1.407 0.532 -0.07
H 2.527 1.464 -0.217 0.10
H 2.238 1.100 1.532 0.10
H 1.759 -1.357 0.949 0.10
H 2.047 -1.008 -0.799 0.09
H -3.222 -0.110 -0.808 0.13
H -1.846 -1.166 -1.326 0.12
```



Most stable structure: w